C8H31AgN2O7 as an isolated structure, computed with ωB97M-V/def2-TZVPD.

Net charge   +2
Maximum force   3.63 eV/Å
Highest occupied orbital energy (alpha / beta)   -0.5448 / -0.5447 Eh
Multiplicity   3
Total energy   -1105.7725 Ha
Lowest unoccupied orbital energy (alpha / beta)   -0.2207 / -0.3905 Ha
Orbital gap (alpha / beta)   8.82 / 4.20 eV

Each line ends with the Löwdin spin population.
Positions of all 49 atoms, in Å:
Ag 28.990 11.472 -19.029  0.555
O 28.387 9.959 -17.633  0.814
H 27.813 9.280 -17.229  0.006
C 25.248 8.778 -16.158  0.005
C 24.853 10.068 -16.853  0.013
C 25.007 11.276 -15.923  0.001
O 24.464 10.990 -14.663  0.000
C 24.698 12.032 -13.725  0.000
N 25.653 10.129 -18.093  0.093
H 26.299 8.767 -15.870  0.000
H 25.022 7.918 -16.789  0.000
H 24.699 8.478 -15.266  0.000
H 23.828 9.982 -17.213  0.008
H 24.536 12.128 -16.415  0.000
H 26.061 11.522 -15.796  0.000
H 25.765 12.253 -13.713  0.000
H 24.449 11.733 -12.706  0.000
H 24.160 12.957 -13.934  0.000
H 25.397 9.290 -18.594  0.002
H 26.645 10.009 -17.942  0.011
C 31.508 8.885 -19.065  0.004
C 31.922 10.243 -18.450  0.031
C 33.406 10.503 -18.279  0.021
O 34.177 9.473 -17.575  0.032
C 34.129 9.369 -16.177  0.003
N 31.318 11.179 -19.312  0.266
H 32.040 8.113 -18.508  0.000
H 31.832 8.768 -20.099  0.000
H 30.465 8.609 -18.915  0.001
H 31.354 10.364 -17.527  0.004
H 33.460 11.444 -17.731  0.000
H 33.844 10.677 -19.262  0.001
H 34.646 10.172 -15.652  0.001
H 34.592 8.430 -15.873  0.000
H 33.097 9.406 -15.830  0.002
H 31.737 11.238 -20.229  0.009
H 31.591 12.101 -19.004  0.004
O 29.550 12.663 -17.232  0.029
H 29.634 13.568 -16.931  0.002
H 29.663 12.136 -16.441  0.000
O 28.828 10.144 -20.785  0.032
H 28.312 10.407 -21.548  0.001
H 29.176 9.283 -21.016  0.001
O 29.240 13.515 -20.308  0.003
H 28.412 13.773 -20.715  0.000
H 29.885 14.123 -20.669  0.000
O 26.877 12.461 -18.980  0.042
H 26.239 11.756 -18.872  0.001
H 26.442 13.235 -18.622  0.002

C8H32B2O4PdS4 as an isolated structure, computed with ωB97M-V/def2-TZVPD.

Relative energy (zero: lowest compared OMol25 entry of this formula, charge and spin)   127.49 kcal per mole
Maximum force   5.12 eV/Å
Highest occupied orbital energy (alpha / beta)   -0.2915 / -0.2748 Eh
Multiplicity   3
Total energy   -2394.6021 Ha
Lowest unoccupied orbital energy (alpha / beta)   -0.0538 / -0.1820 Ha
Orbital gap (alpha / beta)   6.47 / 2.53 eV

Each line ends with the Löwdin spin population.
Positions of all 51 atoms, in Å:
Pd -0.591 -5.871 -3.662  0.947
B -0.006 -4.437 -0.297  0.452
H 1.023 -4.464 -0.620  0.124
H -0.611 -3.854 -0.975  0.114
H -0.373 -5.451 -0.298  0.142
H -0.057 -3.969 0.674  0.108
B -3.443 -8.021 -3.128  0.056
H -2.688 -8.589 -2.605  0.013
H -4.402 -8.507 -3.039  0.015
H -3.458 -6.996 -2.790  0.012
H -3.156 -8.106 -4.164  0.018
C 4.766 -7.727 -0.911  0.000
S 4.067 -8.895 -2.246  0.000
O 2.859 -8.272 -2.943  0.000
C 5.499 -8.605 -3.416  0.000
H 5.082 -6.807 -1.402  0.000
H 5.659 -8.144 -0.445  0.000
H 4.019 -7.347 -0.214  0.000
H 5.437 -9.316 -4.241  0.000
H 6.482 -8.759 -2.972  0.000
H 5.323 -7.665 -3.940  0.000
C -0.271 -9.419 -10.263  0.000
S 0.849 -8.964 -8.882  0.000
O -0.012 -8.132 -7.887  0.000
C 0.921 -10.661 -8.175  0.000
H -0.257 -8.534 -10.899  0.000
H -1.258 -9.633 -9.854  0.000
H -0.030 -10.305 -10.850  0.000
H 1.592 -10.794 -7.326  0.000
H 1.372 -11.338 -8.900  0.000
H -0.011 -11.138 -7.874  0.000
C 3.914 -0.970 -3.014  0.000
S 3.290 -1.504 -4.694  0.000
O 2.461 -2.758 -4.423  0.001
C 2.175 -0.017 -4.885  0.000
H 3.172 -0.668 -2.275  0.000
H 4.554 -0.101 -3.168  0.000
H 4.487 -1.780 -2.561  0.000
H 1.782 0.063 -5.898  0.000
H 2.624 0.974 -4.814  0.000
H 1.319 0.093 -4.219  0.000
C -4.638 -3.417 -8.270  0.000
S -4.118 -2.360 -6.877  0.000
O -2.875 -2.873 -6.167  0.000
C -3.672 -0.866 -7.838  0.000
H -5.653 -3.135 -8.550  0.000
H -4.680 -4.424 -7.854  0.000
H -4.018 -3.329 -9.162  0.000
H -4.556 -0.330 -8.184  0.000
H -2.984 -1.054 -8.663  0.000
H -3.205 -0.182 -7.131  0.000

C8H32BrN16O8Y as an isolated structure, computed with ωB97M-V/def2-TZVPD.

Relative energy (zero: lowest compared OMol25 entry of this formula, charge and spin)   29.19 kcal per mole
Net charge   +2
Maximum force   2.09 eV/Å
Highest occupied orbital energy   -0.4562 Eh
Total energy   -4414.5432 Ha
Lowest unoccupied orbital energy   -0.1637 Ha
Orbital gap   7.96 eV

Each line ends with the Mulliken charge.
Positions of all 66 atoms, in Å:
Y 0.252 -0.012 0.415  2.169
Br 0.766 -0.637 3.129  -0.662
C -1.777 2.187 -1.441  0.470
O -0.840 1.489 -1.051  -0.357
N -3.026 1.687 -1.625  -0.366
N -1.640 3.511 -1.655  -0.419
H -3.590 2.053 -2.376  0.233
H -3.266 0.749 -1.381  0.012
H -2.393 4.011 -2.095  0.186
H -0.691 3.834 -1.654  0.227
C -1.473 -3.283 1.193  0.316
O -1.009 -2.177 0.959  -0.188
N -1.524 -3.812 2.440  -0.447
N -1.823 -4.150 0.188  -0.399
H -2.118 -4.595 2.647  0.194
H -1.202 -3.215 3.186  0.245
H -1.876 -3.746 -0.731  0.208
H -2.004 -5.129 0.319  0.174
C -3.449 0.235 1.584  0.427
O -2.281 0.150 1.212  -0.469
N -4.524 -0.117 0.827  -0.383
N -3.779 0.577 2.865  -0.445
H -4.332 -0.501 -0.074  0.155
H -5.414 0.226 1.141  0.190
H -4.537 0.087 3.310  0.215
H -3.055 0.894 3.480  0.155
C 2.721 0.816 -2.258  0.499
O 1.801 0.470 -1.530  -0.314
N 2.968 2.110 -2.577  -0.455
N 3.390 -0.097 -3.038  -0.417
H 3.196 2.350 -3.528  0.232
H 2.459 2.842 -2.115  0.177
H 4.179 0.146 -3.609  0.211
H 2.797 -0.875 -3.251  0.165
C 3.317 1.977 1.399  0.470
O 2.494 1.181 0.971  -0.275
N 4.419 1.566 2.082  -0.498
N 3.242 3.324 1.219  -0.345
H 4.966 2.244 2.583  0.190
H 4.384 0.631 2.455  0.269
H 2.551 3.682 0.592  0.133
H 3.749 3.980 1.785  0.191
C 2.255 -2.754 -0.428  0.418
O 1.691 -1.765 0.024  -0.406
N 3.575 -2.772 -0.775  -0.406
N 1.608 -3.919 -0.669  -0.314
H 4.040 -1.883 -0.811  0.254
H 4.010 -3.676 -0.736  0.207
H 0.645 -4.063 -0.408  0.140
H 1.960 -4.622 -1.295  0.199
C -0.258 2.959 2.320  0.611
O -0.184 2.062 1.483  -0.285
N -0.737 2.707 3.559  -0.433
N 0.109 4.242 2.084  -0.384
H -1.020 1.757 3.716  0.064
H -0.982 3.414 4.227  0.213
H 0.160 4.913 2.828  0.169
H 0.336 4.484 1.141  0.205
C -0.964 -1.905 -2.375  0.404
O -0.563 -1.069 -1.579  -0.175
N -0.154 -2.541 -3.261  -0.341
N -2.271 -2.292 -2.448  -0.529
H 0.790 -2.248 -3.410  0.139
H -0.548 -3.176 -3.935  0.195
H -2.955 -1.738 -1.968  0.175
H -2.573 -2.777 -3.277  0.203

C8H32CrN16O8 as an isolated structure, computed with ωB97M-V/def2-TZVPD.

Net charge   +2
Maximum force   6.66 eV/Å
Highest occupied orbital energy (alpha / beta)   -0.3982 / -0.5055 Eh
Multiplicity   5
Total energy   -2846.2814 Ha
Lowest unoccupied orbital energy (alpha / beta)   -0.1526 / -0.1528 Ha
Orbital gap (alpha / beta)   6.68 / 9.60 eV

Each line ends with the Löwdin spin population.
Positions of all 65 atoms, in Å:
Cr -32.474 16.915 -17.922  3.708
C -31.567 19.404 -19.876  0.007
O -31.931 18.520 -19.143  0.020
N -31.877 20.647 -19.720  0.002
N -30.854 19.253 -20.988  0.003
H -32.810 20.946 -19.476  0.000
H -31.448 21.226 -20.428  0.000
H -30.555 20.050 -21.531  0.000
H -30.538 18.323 -21.223  0.000
C -29.491 16.201 -19.596  0.006
O -30.419 16.516 -18.809  0.029
N -29.728 15.846 -20.790  0.000
N -28.254 16.162 -19.309  0.001
H -30.649 16.137 -21.083  0.000
H -29.024 15.430 -21.382  0.000
H -27.856 16.527 -18.456  0.000
H -27.630 15.809 -20.021  0.000
C -34.262 19.377 -16.438  0.006
O -33.504 18.670 -17.077  0.023
N -34.504 19.173 -15.213  0.001
N -34.949 20.400 -16.850  0.001
H -33.887 18.506 -14.773  0.000
H -35.157 19.711 -14.661  0.000
H -34.953 20.615 -17.836  0.000
H -35.859 20.534 -16.432  0.000
C -32.522 14.028 -19.538  0.006
O -32.655 15.119 -18.979  0.017
N -32.978 13.746 -20.723  0.002
N -31.920 13.026 -18.983  0.003
H -32.832 12.828 -21.120  0.000
H -32.896 14.534 -21.350  0.000
H -31.890 13.017 -17.973  0.000
H -31.568 12.301 -19.591  0.000
C -35.272 17.210 -19.808  0.011
O -34.236 17.149 -19.080  0.034
N -35.693 18.295 -20.390  0.002
N -36.073 16.270 -20.192  0.002
H -36.460 18.159 -21.033  0.000
H -35.208 19.173 -20.267  0.000
H -36.801 16.590 -20.814  0.000
H -35.941 15.341 -19.817  0.000
C -34.532 15.070 -16.187  0.008
O -33.990 15.954 -16.802  0.023
N -34.261 14.721 -14.953  0.003
N -35.392 14.192 -16.746  0.002
H -33.526 15.163 -14.419  0.000
H -34.583 13.818 -14.634  0.000
H -35.747 14.395 -17.669  0.000
H -35.896 13.576 -16.124  0.000
C -30.390 18.993 -16.310  0.005
O -31.138 18.122 -16.709  0.021
N -30.541 20.249 -16.548  0.002
N -29.354 18.819 -15.551  0.002
H -30.015 20.939 -16.031  0.000
H -31.342 20.485 -17.116  0.000
H -28.918 19.651 -15.178  0.000
H -29.081 17.876 -15.316  0.000
C -30.555 14.884 -16.189  0.009
O -31.438 15.559 -16.665  0.029
N -30.272 14.712 -14.940  0.003
N -29.798 14.092 -16.929  0.002
H -29.514 14.093 -14.690  0.001
H -30.636 15.251 -14.167  0.000
H -29.839 14.083 -17.938  0.000
H -28.990 13.705 -16.462  0.000